[1]
This record from the Open Molecules 2025 dataset describes C4H6N2 in the gas phase. The level of theory is ωB97M-V/def2-TZVPD.

The geometry in XYZ format:
```
12
Properties=species:S:1:pos:R:3:forces:R:3:nbo_charge:R:1
N 0.86990 0.33476 1.06253 0.1 -0.1 0.2 -0.5419
N 1.88999 -1.18458 -1.69175 -1.0 0.5 0.3 -0.3139
C 0.10545 -0.14121 -0.11099 -0.1 -0.1 -0.1 -0.0389
C -1.24567 -0.80064 0.09268 0.0 0.0 0.1 -0.5982
C 0.20459 1.30669 0.20992 -0.1 0.3 -0.1 -0.2331
C 1.02274 -0.70861 -1.08885 0.7 -0.3 -0.5 0.2656
H 1.85963 0.30729 0.81391 -0.2 -0.1 0.2 0.3653
H -1.20020 -1.88859 0.18022 0.1 0.1 0.0 0.2264
H 0.76539 1.98580 -0.42357 0.1 -0.2 0.1 0.2124
H -1.91084 -0.54618 -0.74122 0.2 -0.1 0.1 0.2222
H -0.67313 1.73087 0.68982 0.1 0.1 -0.3 0.2056
H -1.68784 -0.39561 1.00731 0.1 -0.1 -0.1 0.2286
```
Positions in Å, forces in eV/Å.

For the total energy, the calculation gives -7223.9531 eV. Its spin multiplicity is 1. For the gap between HOMO and LUMO, the calculation gives 11.0 eV. The calculation puts the HOMO energy at -10.146 eV. The calculation puts the energy above the lowest of the compared OMol25 structures with the same formula, charge and spin at 37.77 kcal/mol. The SMILES is C[C@@]1(C#N)CN1.


[2]
This record from the Open Molecules 2025 dataset describes C19H20FN3O3 in the gas phase. The level of theory is ωB97M-V/def2-TZVPD.

The geometry in XYZ format:
```
46
Properties=species:S:1:pos:R:3:forces:R:3:nbo_charge:R:1
F 3.50788 3.27938 5.06673 0.0 -0.1 -0.1 -0.3185
O -5.14695 -3.47089 -3.06814 0.2 0.2 -0.1 -0.5322
O -4.55987 -1.96434 -1.40180 -0.2 -0.1 -0.5 -0.5622
O -0.86067 -3.01508 -2.20054 0.0 -0.2 0.1 -0.6295
N -2.24930 -1.31318 -2.73078 -0.1 0.1 -0.1 -0.6096
N 0.64693 2.66162 -0.83276 -0.1 0.5 -0.3 -0.4758
N 1.87843 1.82212 0.83088 -0.3 0.1 -0.3 -0.3888
C -5.99880 -4.29266 -2.29834 0.0 0.0 0.0 -0.2532
C 0.45444 1.30350 -0.79480 0.4 -0.4 0.6 0.1645
C 2.80954 1.74857 1.87526 0.5 0.0 0.5 0.1737
C 4.77924 0.75169 2.82958 -0.1 0.0 0.0 -0.1732
C -4.09446 -2.90067 -2.35661 0.3 0.1 0.0 0.3665
C 2.68696 2.57713 2.98552 0.0 -0.1 0.0 -0.2985
C 3.85943 0.83620 1.80064 -0.1 0.1 -0.1 -0.2437
C -3.20383 -2.17309 -3.38372 -0.3 -0.4 0.3 -0.2497
C 0.42901 -1.39852 -0.27788 0.0 -0.1 0.0 -0.1670
C 1.97514 4.30510 0.41847 0.0 0.1 0.0 -0.6645
C -1.16074 -1.83900 -2.10705 -0.1 0.3 -0.2 0.6667
C 1.22380 -0.60677 0.52272 0.1 0.0 0.1 -0.2480
C 3.62669 2.47441 3.99328 0.1 -0.1 -0.1 0.4163
C 4.67475 1.57360 3.93897 -0.1 0.1 0.1 -0.2861
C 1.23654 0.75082 0.24628 -0.5 -0.1 -0.6 0.1107
C -4.23950 -2.24786 -0.05999 0.1 0.0 0.1 -0.2483
C 1.47364 2.94139 0.12555 0.0 0.1 -0.1 0.4158
C -0.35124 -0.86777 -1.31626 0.2 0.1 0.1 -0.1624
C -0.34520 0.49295 -1.58682 0.1 -0.1 0.2 -0.2004
H -6.53143 -3.71077 -1.54003 0.0 0.0 0.0 0.1760
H 0.39213 -2.46602 -0.12225 0.0 -0.1 0.0 0.2364
H -6.71501 -4.72115 -2.99579 0.0 0.0 0.1 0.1963
H 3.95397 0.20716 0.92909 0.0 0.0 -0.1 0.2323
H 5.59009 0.04297 2.76449 0.1 -0.1 0.0 0.2243
H 5.38378 1.52458 4.74921 0.1 0.0 0.1 0.2350
H -0.90978 0.92629 -2.39638 -0.1 0.1 -0.1 0.2227
H -2.66483 -2.91987 -3.96829 -0.1 0.1 0.0 0.2294
H -3.84403 -1.57868 -4.03464 0.0 0.0 0.0 0.2146
H -3.50461 -3.67991 -1.84113 -0.1 0.1 0.0 0.1513
H -2.60211 -0.42472 -2.41263 0.1 -0.1 0.1 0.4019
H -3.15475 -2.30225 0.08806 -0.1 0.0 0.1 0.1731
H 1.36903 4.78180 1.18845 0.0 0.1 0.1 0.2303
H 1.87247 3.27689 3.07757 -0.1 0.1 0.0 0.2389
H -5.43250 -5.09587 -1.81130 0.0 0.0 0.0 0.1662
H 1.89878 4.90248 -0.48559 0.0 0.0 0.0 0.2515
H 1.80574 -1.02801 1.32849 0.0 -0.1 0.1 0.2244
H -4.69095 -3.18626 0.28016 0.0 0.0 0.0 0.1673
H -4.64190 -1.42196 0.52424 0.0 -0.1 0.1 0.1959
H 3.00898 4.27477 0.75673 0.0 0.1 0.0 0.2293
```
Positions in Å, forces in eV/Å.

For the total energy, the calculation gives -33358.5716 eV. Its spin multiplicity is 1. For the gap between HOMO and LUMO, the calculation gives 9.3 eV. The calculation puts the HOMO energy at -8.718 eV. The calculation puts the energy above the lowest of the compared OMol25 structures with the same formula, charge and spin at 22.68 kcal/mol. The SMILES is COC(CNC(=O)c1ccc2c(c1)nc(C)n2-c1cccc(F)c1)OC.


[3]
This record from the Open Molecules 2025 dataset describes C4H6S2 in the gas phase. The level of theory is ωB97M-V/def2-TZVPD.

The geometry in XYZ format:
```
12
Properties=species:S:1:pos:R:3:forces:R:3:nbo_charge:R:1
S -1.45020 -0.97384 -0.42883 -0.9 0.1 -0.4 0.2865
S 1.54774 -0.97163 -0.39367 -1.2 -1.0 0.1 0.2257
C 0.75573 0.58347 -0.64008 0.3 0.5 0.9 -0.3926
C 0.04327 1.20628 0.55896 -0.2 -0.3 0.1 -0.4349
C -0.72513 0.62920 -0.58841 -0.9 1.3 -0.7 -0.3914
C -0.04513 -1.70281 0.32570 1.5 -0.3 0.3 -0.6959
H 0.09451 2.26931 0.65775 -0.1 0.5 0.0 0.2203
H 0.00072 -1.55513 1.40653 -0.1 0.0 -0.2 0.2136
H -0.08271 -2.77079 0.12192 0.2 0.0 0.0 0.2503
H -0.11407 0.69396 1.51372 0.7 0.0 -0.4 0.2200
H -1.29977 1.37844 -1.19223 0.6 -1.1 0.3 0.2507
H 1.27506 1.21353 -1.34136 0.1 0.2 0.0 0.2479
```
Positions in Å, forces in eV/Å.

For the total energy, the calculation gives -25914.5944 eV. Its spin multiplicity is 1. For the gap between HOMO and LUMO, the calculation gives 9.4 eV. The calculation puts the HOMO energy at -8.545 eV. The calculation puts the energy above the lowest of the compared OMol25 structures with the same formula, charge and spin at 16.07 kcal/mol. The SMILES is C1S[C@H]2C[C@H]2S1.


[4]
This record from the Open Molecules 2025 dataset describes a molecular structure, C21H27FeI2NO2S3. The level of theory is ωB97M-V/def2-TZVPD.

The geometry in XYZ format:
```
57
Properties=species:S:1:pos:R:3:forces:R:3:nbo_charge:R:1
I 1.41418 -1.50948 -2.04460 -0.7 -0.5 -0.6 0.3048
I -1.96505 -1.42434 -2.85832 -0.2 0.2 -0.3 0.2733
Fe -0.72222 -1.01370 -0.23859 0.0 -0.4 0.0 1.0302
S -1.07388 -3.58723 -0.39140 -0.1 -0.4 0.1 0.2046
S -2.80313 -1.09362 1.02366 -0.1 0.1 0.1 0.2241
S 0.43483 -1.77476 1.82593 0.0 0.3 0.2 0.2043
O 1.73088 3.17398 -1.08519 0.1 -0.2 0.1 -0.5095
O -0.42186 1.00474 0.02330 -0.2 0.1 -0.1 -0.7196
N 1.70448 2.37675 1.53879 0.1 -0.1 0.0 -0.4096
C -0.05013 -2.10811 -3.47151 -0.1 -0.2 0.2 -0.7164
C -0.95400 -2.21434 2.91467 -0.1 -0.1 0.0 -0.5381
C 3.53306 -0.41414 -0.02332 0.1 0.0 0.0 -0.2587
C -2.18447 -1.33386 2.71175 0.0 0.0 0.1 -0.5479
C 3.62944 0.04140 -1.33544 0.6 0.4 0.3 -0.1805
C 1.11374 -3.38277 1.34255 0.0 0.1 -0.1 -0.5296
C 0.08474 -4.35748 0.78231 0.1 -0.1 0.1 -0.5416
C -0.99892 4.50067 0.45371 -0.1 0.0 0.0 -0.1001
C -3.58157 -2.64484 0.51169 0.1 0.0 -0.1 -0.5399
C -2.67868 -3.87133 0.44094 -0.2 0.0 0.0 -0.5247
C 2.08189 3.83478 -2.31740 0.0 0.0 0.0 -0.2594
C -2.38166 3.67419 -1.39188 0.1 0.0 0.1 -0.1862
C 3.03365 1.22957 -1.72972 0.2 0.3 0.2 -0.2726
C -0.84924 2.16330 -0.22477 0.1 -0.1 -0.1 0.4597
C -1.98743 4.71707 -0.53328 0.0 -0.1 0.0 -0.0383
C 2.85216 0.35067 0.90514 -0.1 0.2 0.1 -0.1972
C 2.24363 1.53637 0.51128 0.1 -0.1 0.2 0.0927
C 0.68168 3.16208 1.55682 -0.3 0.0 -0.1 0.2726
C -1.83635 2.43016 -1.24614 0.0 -0.1 0.0 -0.1377
C 2.32383 1.99610 -0.80942 0.1 0.1 -0.2 0.3054
C -0.38481 3.28116 0.57876 0.0 0.1 0.2 -0.1610
H -1.98197 -0.31391 3.04479 0.0 0.0 0.0 0.2489
H 2.80923 0.04541 1.94417 0.0 0.0 0.0 0.2462
H 1.65490 -3.81364 2.18352 -0.1 -0.1 0.0 0.2721
H -2.47029 -4.25553 1.43587 0.0 0.0 0.0 0.2342
H -3.00607 -1.70292 3.32721 0.0 0.0 0.0 0.2750
H 4.03295 -1.32265 0.28186 0.0 0.0 0.0 0.2548
H 1.68886 3.28455 -3.17166 0.0 0.0 0.0 0.1934
H -2.14000 1.60248 -1.87322 0.0 0.0 0.0 0.2286
H -0.06553 -3.18984 -3.54205 -0.1 0.0 0.0 0.2602
H -3.98378 -2.39777 -0.47248 0.0 0.0 0.0 0.2520
H -0.61001 -2.09750 3.94192 0.0 0.0 0.0 0.2710
H -0.50214 -4.82273 1.57082 0.0 0.0 0.0 0.2437
H -3.20817 -4.65790 -0.09778 0.1 0.0 0.0 0.2750
H -1.18300 -3.26660 2.76900 0.0 0.0 0.0 0.2327
H -4.43724 -2.83240 1.16096 0.0 0.0 0.0 0.2762
H -0.70720 5.32529 1.09281 0.0 0.0 0.0 0.2577
H 0.19009 -1.63332 -4.41534 0.0 0.0 0.0 0.2627
H -2.43673 5.69634 -0.62881 0.0 0.0 0.0 0.2640
H 2.29467 2.42589 2.36641 0.0 0.0 0.0 0.4496
H 4.20003 -0.52457 -2.06015 0.1 0.0 0.0 0.2602
H 3.14482 1.57221 -2.74754 0.0 0.0 0.0 0.2569
H 0.61807 3.80790 2.42828 0.0 0.0 0.0 0.2505
H 1.62052 4.81556 -2.26591 0.0 0.0 0.0 0.2238
H 3.16318 3.94065 -2.39427 0.0 0.0 0.0 0.2156
H -3.12954 3.86080 -2.15042 0.0 0.0 0.0 0.2690
H 1.84824 -3.12158 0.57957 0.0 0.0 0.0 0.2455
H 0.60732 -5.16720 0.27214 0.0 0.0 0.0 0.2774
```
Positions in Å, forces in eV/Å.

For the total energy, the calculation gives -110868.7088 eV. Its spin multiplicity is 6. For the gap between HOMO and LUMO (spin up / spin down), the calculation gives 7.5 / 5.6 eV. The expectation value of S² is 8.796. The calculation puts the HOMO energy (spin up / spin down) at -17.104 / -17.205 eV. Its total charge is +3.